(1)
A single C3H7ClFN molecule, computed with the ωB97M-V functional and the def2-TZVPD basis.

F_max   2.5 eV/Å
Net charge   0
Energy above the lowest of the compared OMol25 structures with the same formula, charge and spin   19.1 kcal per mole

Element x y z (Å)
C (-0.91, 1.44, 0.55)
C (-0.93, 0.30, -0.43)
C (0.27, -0.56, -0.29)
H (-1.97, 1.81, 0.60)
H (-0.55, 1.04, 1.49)
H (-0.17, 2.22, 0.51)
H (-0.80, 0.66, -1.41)
H (-3.06, 0.11, -0.51)
H (-2.17, -1.22, 0.20)
H (0.32, -1.26, -1.18)
N (-2.20, -0.46, -0.42)
F (0.14, -1.27, 0.84)
Cl (1.88, 0.25, -0.19)


(2)
A single C3H7ClIN molecule, computed with the ωB97M-V functional and the def2-TZVPD basis.

F_max   4.9 eV/Å
Net charge   0
Energy above the lowest of the compared OMol25 structures with the same formula, charge and spin   95.3 kcal per mole

Element x y z (Å)
C (-1.92, 0.65, 0.15)
C (-0.38, 0.52, 0.33)
C (2.51, -1.06, -1.04)
N (-0.27, -0.91, 0.69)
Cl (1.74, -1.30, 0.44)
I (3.15, 1.06, -1.39)
H (-2.14, 1.68, -0.03)
H (-2.20, -0.14, -0.67)
H (-2.29, 0.25, 1.00)
H (0.39, 0.78, -0.47)
H (-0.06, 1.09, 1.22)
H (1.97, -1.43, -1.83)
H (-0.49, -1.19, 1.60)


(3)
2 unconnected molecules or ions with the total composition C3H7ClN, computed with the ωB97M-V functional and the def2-TZVPD basis.

F_max   2.0 eV/Å
Net charge   +1
Energy above the lowest of the compared OMol25 structures with the same formula, charge and spin   98.2 kcal per mole

Element x y z (Å)
C (1.98, -1.48, -0.05)
C (1.06, -0.86, 0.60)
C (-0.76, 0.71, -0.97)
N (-1.43, 1.07, 0.25)
Cl (0.28, -0.68, 2.03)
H (2.68, -2.18, 0.40)
H (2.13, -1.33, -1.11)
H (0.00, 1.37, -1.33)
H (-1.17, -0.05, -1.59)
H (-1.30, 2.06, 0.48)
H (-1.04, 0.51, 1.09)
H (-2.44, 0.87, 0.20)


(4)
2 unconnected molecules or ions with the total composition C3H7ClN2O2, computed with the ωB97M-V functional and the def2-TZVPD basis.

F_max   4.1 eV/Å
Net charge   0
Energy above the lowest of the compared OMol25 structures with the same formula, charge and spin   123.4 kcal per mole

Element x y z (Å)
C (1.11, 1.19, -1.53)
C (1.48, -0.64, 0.04)
C (0.88, 0.65, -0.33)
N (-1.73, 0.42, 0.61)
N (-1.87, -0.79, 0.72)
O (-1.64, -1.23, 1.96)
O (-2.32, -1.57, -0.12)
Cl (-2.32, 1.11, -0.90)
H (1.80, 0.77, -2.31)
H (-1.62, -0.40, 2.58)
H (0.68, 2.18, -1.66)
H (1.05, -1.27, 0.85)
H (2.50, -0.34, 0.46)
H (1.76, -1.28, -0.80)
H (0.23, 1.20, 0.43)


(5)
A molecular structure, C3H7ClN2O2, computed with the ωB97M-V functional and the def2-TZVPD basis.

F_max   9.0 eV/Å
Net charge   0
Energy above the lowest of the compared OMol25 structures with the same formula, charge and spin   0.0 kcal per mole
2S+1   3

Element x y z (Å)
C (-1.08, -0.46, -1.20)
C (-1.07, 0.68, 1.08)
C (-0.40, -0.31, 0.18)
N (1.29, 0.42, -0.05)
N (2.19, -0.46, -0.04)
O (1.81, -1.60, 0.06)
O (3.32, -0.10, -0.08)
Cl (1.78, 2.00, 0.28)
H (-1.93, -1.13, -1.05)
H (-1.42, 0.51, -1.50)
H (-0.49, -0.87, -1.98)
H (-2.09, 0.29, 1.17)
H (-1.23, 1.54, 0.55)
H (-0.44, 0.77, 2.00)
H (-0.25, -1.29, 0.57)


(6)
A single C3H7ClN2S molecule, computed with the ωB97M-V functional and the def2-TZVPD basis.

F_max   4.3 eV/Å
Net charge   0
Energy above the lowest of the compared OMol25 structures with the same formula, charge and spin   49.0 kcal per mole

Element x y z (Å)
C (0.62, -0.21, 0.47)
C (0.81, -0.08, -1.05)
C (-0.57, 0.78, -1.36)
H (-0.34, -1.44, 3.03)
H (-1.09, -1.63, 0.28)
H (1.87, 1.16, 0.94)
H (1.77, 0.35, -1.40)
H (0.50, -0.96, -1.51)
H (-1.43, 0.18, -0.60)
H (-1.03, 0.78, -2.46)
N (-0.63, -0.93, 0.80)
N (1.19, 0.47, 1.32)
S (-1.37, -0.91, 2.44)
Cl (-0.30, 2.44, -0.89)


(7)
A molecular structure, C3H7ClNOS, computed with the ωB97M-V functional and the def2-TZVPD basis.

F_max   5.1 eV/Å
Net charge   +1
Energy above the lowest of the compared OMol25 structures with the same formula, charge and spin   16.2 kcal per mole

Element x y z (Å)
C (-0.67, -0.42, 0.56)
C (1.69, -0.71, 0.49)
C (0.52, 0.85, -1.03)
N (0.47, -0.10, 0.06)
O (-3.05, 1.45, 0.73)
S (-2.65, 0.52, -0.24)
Cl (-3.82, -1.25, 0.02)
H (-0.80, -1.08, 1.30)
H (1.55, -1.60, 1.09)
H (2.23, -0.27, 1.33)
H (2.49, -0.95, -0.18)
H (1.21, 0.63, -1.89)
H (1.17, 1.68, -0.77)
H (-0.34, 1.25, -1.48)


(8)
2 unconnected molecules or ions with the total composition C3H7ClO, computed with the ωB97M-V functional and the def2-TZVPD basis.

F_max   7.8 eV/Å
Net charge   0
Energy above the lowest of the compared OMol25 structures with the same formula, charge and spin   96.3 kcal per mole

Element x y z (Å)
C (0.23, -1.07, -1.32)
C (0.85, 0.20, -0.66)
C (-0.23, 0.70, 0.30)
H (-0.15, -1.80, -0.72)
H (-0.58, -0.63, -2.05)
H (1.13, -1.47, -1.73)
H (1.83, 0.18, -0.03)
H (0.11, 2.14, -1.38)
H (0.27, 1.46, 0.96)
H (-1.27, 1.30, 0.05)
O (0.70, 1.02, -1.97)
Cl (-0.71, -0.49, 1.81)


(9)
A molecular structure, C3H7ClO2S, computed with the ωB97M-V functional and the def2-TZVPD basis.

F_max   6.4 eV/Å
Net charge   0
Energy above the lowest of the compared OMol25 structures with the same formula, charge and spin   32.6 kcal per mole

Element x y z (Å)
C (2.72, 0.58, -1.16)
C (0.68, 0.35, 0.27)
C (1.79, -0.12, -0.19)
O (-4.32, 0.77, 1.08)
O (-3.58, 0.15, -1.12)
S (-3.22, 0.41, 0.23)
Cl (-3.05, -1.90, 1.56)
H (3.78, 0.77, -0.83)
H (2.69, -0.07, -2.03)
H (2.30, 1.66, -1.30)
H (-0.07, 1.02, -0.07)
H (-2.06, -2.23, 2.38)
H (0.01, -0.39, 0.95)
H (2.32, -1.00, 0.21)


(10)
2 unconnected molecules or ions with the total composition C3H7ClO2S, computed with the ωB97M-V functional and the def2-TZVPD basis.

F_max   5.3 eV/Å
Net charge   0
Energy above the lowest of the compared OMol25 structures with the same formula, charge and spin   23.5 kcal per mole

Element x y z (Å)
C (-0.56, -1.28, -1.66)
C (0.57, 0.28, 0.25)
C (1.70, 0.90, 1.06)
H (-3.10, -0.02, 0.68)
H (-1.06, -1.86, -0.89)
H (-1.17, -0.41, -1.91)
H (-0.41, -1.89, -2.55)
H (2.24, 0.08, 1.56)
H (2.40, 1.40, 0.39)
H (0.22, 1.67, 1.99)
O (-0.59, 0.48, 0.54)
O (1.18, 1.81, 1.99)
S (1.07, -0.74, -1.10)
Cl (-2.49, -0.44, -0.36)